a:
The following is a DFT calculation (ωB97M-V/def2-TZVPD) of an isolated ion of composition C2H8Cl4N3P2 and charge +1.

Calculated values
**HOMO**: -13.9 eV
**SMILES string**: CNP(Cl)(Cl)=NP(Cl)(Cl)=[NH+]C
**Kohn-Sham gap**: 10.76 eV

The geometry in ORCA input format:
```
! wB97M-V def2-TZVPD RIJCOSX def2/J DEFGRID3
* xyz 1 1
C 0.9531 0.3500 3.5856
C -1.1619 -0.5085 -3.3428
N -0.6995 0.1980 -0.3638
N 0.9156 0.0084 2.1468
N -0.0072 0.4338 -2.9329
P -0.8153 0.2527 1.2058
P 0.5343 0.1194 -1.4008
Cl -1.5332 1.9786 1.8006
Cl -1.9745 -1.2197 1.7718
Cl 1.4683 -1.5521 -1.1101
Cl 1.7674 1.5647 -0.9949
H 0.0553 0.2234 4.1388
H 1.7194 -0.4180 3.8892
H 1.4141 1.3267 3.5290
H -1.9066 0.1393 -3.4621
H -1.0804 -0.9434 -4.3021
H -1.4567 -1.2551 -2.7045
H 0.9488 -0.9752 1.9777
H 0.8588 0.2771 -3.4311
*
```

So, what does the Mulliken scheme give us? The charges, in e, come out as:
1 C -0.838
2 C -0.925
3 N -0.328
4 N -0.393
5 N -0.262
6 P 0.699
7 P 0.795
8 Cl -0.110
9 Cl -0.111
10 Cl -0.130
11 Cl -0.132
12 H 0.338
13 H 0.351
14 H 0.300
15 H 0.382
16 H 0.391
17 H 0.362
18 H 0.294
19 H 0.318

---

b:
The following is a DFT calculation (ωB97M-V/def2-TZVPD) of a 2-piece molecular cluster, C2H8Cl4N3P2 overall.

Calculated values
**HOMO**: -12.0 eV
**Kohn-Sham gap**: 7.17 eV

The geometry in ORCA input format:
```
! wB97M-V def2-TZVPD RIJCOSX def2/J DEFGRID3
* xyz 1 1
C -3.1031 -4.0682 -0.1060
C 3.9852 0.8147 -2.0489
N 1.5903 -0.4810 -0.1966
N -3.2251 -2.8744 0.2694
N 3.7870 1.0639 -0.6591
P 0.4935 -1.2076 -1.2098
P 3.0582 -0.1507 0.2793
Cl 0.5819 -3.0914 -0.4743
Cl -1.2342 -0.5133 -0.3008
Cl 4.1672 -1.8219 0.1716
Cl 3.1024 0.5437 2.1203
H -3.5136 -5.0482 0.2738
H -2.3306 -4.2954 -0.9052
H -2.6100 -2.0671 -0.0214
H 4.0754 -0.1996 -2.2561
H 2.9847 1.2701 -2.6401
H 4.8547 1.3604 -2.5742
H -3.8591 -2.6047 0.9701
H 4.3627 1.7167 -0.1426
*
```

So, what does the Mulliken scheme give us? The charges, in e, come out as:
1 C 0.019
2 C -0.768
3 N -0.146
4 N 0.069
5 N -0.243
6 P 0.287
7 P 0.725
8 Cl -0.243
9 Cl -0.346
10 Cl -0.159
11 Cl -0.176
12 H 0.292
13 H 0.222
14 H 0.085
15 H 0.321
16 H 0.213
17 H 0.310
18 H 0.280
19 H 0.260

---

It comes down to a, which is 0.0067 hartree more stable than the next structure.

---

a:
The following is a DFT calculation (ωB97M-V/def2-TZVPD) of C4H5ClS as an isolated structure.

Calculated values
**HOMO**: -9.2 eV
**Kohn-Sham gap**: 8.22 eV

The geometry in ORCA input format:
```
! wB97M-V def2-TZVPD RIJCOSX def2/J DEFGRID3
* xyz 0 1
C -0.2938 -0.6116 0.4147
C -0.0880 0.6088 -0.3999
C 0.0443 1.8931 0.0414
C 0.8288 -1.6810 0.1711
H -0.5282 -0.4162 1.4080
H -0.6891 0.7206 -1.6854
H -0.3138 2.5833 -0.9551
H 0.4135 2.2075 1.3015
H 0.2093 -2.8250 0.2077
S 2.3646 -1.1040 -0.2686
Cl -1.9476 -1.3754 -0.2355
*
```

So, what does the Mulliken scheme give us? The charges, in e, come out as:
1 C 0.151
2 C -0.321
3 C -0.465
4 C -0.190
5 H 0.393
6 H 0.138
7 H 0.183
8 H 0.219
9 H 0.257
10 S -0.156
11 Cl -0.210

---

b:
The following is a DFT calculation (ωB97M-V/def2-TZVPD) of one molecule with the formula C4H5ClS.

Calculated values
**HOMO**: -9.2 eV
**SMILES string**: SCC#CCCl
**Kohn-Sham gap**: 9.77 eV

The geometry in ORCA input format:
```
! wB97M-V def2-TZVPD RIJCOSX def2/J DEFGRID3
* xyz 0 1
C -1.3876 0.4043 1.1489
C -0.6768 0.0648 -0.0796
C 0.2637 -0.3148 -0.8173
C 1.1734 -0.8086 -1.7969
H 0.3300 1.2667 2.4863
H -1.4330 1.5689 1.3064
H -2.3798 -0.0637 1.2699
H 2.0438 -1.2817 -1.2960
H 0.6253 -1.4784 -2.3574
S -0.5422 0.0470 2.6575
Cl 1.9830 0.5955 -2.5218
*
```

So, what does the Mulliken scheme give us? The charges, in e, come out as:
1 C -0.709
2 C 0.088
3 C 0.120
4 C -0.441
5 H 0.141
6 H 0.274
7 H 0.314
8 H 0.252
9 H 0.336
10 S -0.195
11 Cl -0.180

---

It comes down to b, which is 0.0949 hartree more stable than the next structure.

---

a:
The following is a DFT calculation (ωB97M-V/def2-TZVPD) of one molecule with the formula C21H25NO5.

Calculated values
**HOMO**: -7.8 eV
**SMILES string**: COc1cc(-c2noc(C)c2C#CC2(O)CCCCC2)cc(OC)c1OC
**Kohn-Sham gap**: 8.56 eV

The geometry in ORCA input format:
```
! wB97M-V def2-TZVPD RIJCOSX def2/J DEFGRID3
* xyz 0 1
C -4.7720 -1.7376 1.8267
H -5.7631 -1.6132 2.2602
O -4.4802 -0.5148 1.1966
C -3.2885 -0.3952 0.5499
C -2.3313 -1.3890 0.4758
C -1.1419 -1.1559 -0.2090
C -0.9261 0.0653 -0.8307
C -1.8880 1.0687 -0.7829
C -3.0831 0.8514 -0.0824
O -4.1066 1.7321 0.0964
C -4.2647 2.8436 -0.7544
H -3.4882 3.5945 -0.5938
H -5.2368 3.2621 -0.4931
H -4.2688 2.5494 -1.8070
O -1.7122 2.2861 -1.3975
C -0.7029 2.4026 -2.3705
H -0.8592 3.3754 -2.8355
H 0.2951 2.3746 -1.9253
H -0.7840 1.6187 -3.1299
H -0.0020 0.2233 -1.3618
C -0.1450 -2.2103 -0.2822
N -0.4744 -3.4790 -0.2671
O 0.6662 -4.2088 -0.3554
C 1.7233 -3.3846 -0.4154
C 1.2811 -2.0833 -0.3738
C 2.0753 -0.9270 -0.3264
C 2.7695 0.0480 -0.2076
C 3.6405 1.2057 -0.0575
C 4.1705 1.2554 1.3890
C 3.0337 1.4646 2.3848
C 2.2676 2.7457 2.0678
C 1.7226 2.6963 0.6436
C 2.8610 2.5000 -0.3536
H 3.5550 3.3443 -0.2896
H 2.4837 2.4566 -1.3783
H 1.1894 3.6215 0.4144
H 1.0156 1.8675 0.5602
H 1.4444 2.8684 2.7735
H 2.9331 3.6063 2.1756
H 3.4411 1.5121 3.3967
H 2.3512 0.6135 2.3336
H 4.8859 2.0803 1.4669
H 4.7004 0.3250 1.6040
O 4.7081 1.0353 -0.9822
H 5.3164 1.7758 -0.8822
C 3.0895 -3.9492 -0.5087
H 3.1608 -4.6216 -1.3622
H 3.8056 -3.1396 -0.6198
H 3.3238 -4.5204 0.3890
H -2.4753 -2.3535 0.9310
H -4.7898 -2.5664 1.1115
H -4.0546 -1.9626 2.6226
*
```

So, what does the Mulliken scheme give us? The charges, in e, come out as:
1 C -0.935
2 H 0.231
3 O -0.450
4 C 0.874
5 C -0.951
6 C -0.898
7 C -0.704
8 C 1.164
9 C 0.685
10 O -0.483
11 C -0.760
12 H 0.213
13 H 0.296
14 H 0.309
15 O -0.454
16 C -0.856
17 H 0.286
18 H 0.131
19 H 0.398
20 H 0.734
21 C 0.284
22 N -0.697
23 O -0.211
24 C -0.215
25 C 1.158
26 C -0.242
27 C -0.874
28 C 1.712
29 C -1.208
30 C -0.546
31 C -0.979
32 C 0.006
33 C -1.110
34 H 0.489
35 H 0.205
36 H 0.442
37 H 0.026
38 H 0.383
39 H 0.386
40 H 0.386
41 H 0.267
42 H 0.415
43 H 0.316
44 O -0.654
45 H 0.414
46 C -1.285
47 H 0.342
48 H 0.328
49 H 0.329
50 H 0.569
51 H 0.367
52 H 0.367

---

b:
The following is a DFT calculation (ωB97M-V/def2-TZVPD) of one molecule with the formula C21H25NO5.

Calculated values
**HOMO**: -8.1 eV
**SMILES string**: COCCn1c(C)cc(C(=O)COC(=O)/C=C/c2cccc(OC)c2)c1C
**Kohn-Sham gap**: 8.32 eV

The geometry in ORCA input format:
```
! wB97M-V def2-TZVPD RIJCOSX def2/J DEFGRID3
* xyz 0 1
C -3.0480 -6.9151 -2.8269
H -2.9415 -7.1192 -3.8903
O -2.1618 -5.8627 -2.5358
C -2.1032 -5.5038 -1.1772
C -3.2458 -4.5665 -0.7272
N -2.9474 -3.1818 -0.9761
C -2.3252 -2.3547 -0.0983
C -2.1774 -1.1122 -0.7065
C -2.7372 -1.2326 -2.0117
C -3.1972 -2.5072 -2.1504
C -3.8579 -3.1538 -3.3149
H -3.8945 -2.4503 -4.1415
H -3.3005 -4.0349 -3.6285
H -4.8797 -3.4530 -3.0748
H -2.7929 -0.4651 -2.7566
C -1.5626 0.0561 -0.1153
O -1.1414 0.1265 1.0210
C -1.4655 1.2688 -1.0521
H -2.4620 1.6096 -1.3376
O -0.8437 2.3528 -0.3938
C 0.4856 2.2377 -0.2116
O 1.1546 1.3647 -0.7124
C 0.9920 3.3327 0.6248
C 2.2952 3.4139 0.9189
C 2.9552 4.4195 1.7281
C 2.2621 5.4369 2.3837
C 2.9498 6.3686 3.1396
C 4.3239 6.3072 3.2549
C 5.0359 5.2951 2.6069
C 4.3475 4.3586 1.8504
H 4.8715 3.5656 1.3396
O 6.3863 5.3173 2.7809
C 7.1626 4.3258 2.1533
H 8.1935 4.5406 2.4300
H 7.0649 4.3682 1.0636
H 6.8960 3.3236 2.5042
H 4.8726 7.0274 3.8407
H 2.4090 7.1540 3.6466
H 1.1889 5.4963 2.3067
H 2.9347 2.6443 0.5017
H 0.2495 4.0312 0.9749
H -0.8889 0.9832 -1.9395
C -1.9145 -2.7807 1.2630
H -1.2656 -3.6553 1.2251
H -2.7846 -3.0237 1.8752
H -1.3806 -1.9608 1.7341
H -4.1634 -4.8319 -1.2571
H -3.4147 -4.6980 0.3436
H -2.1048 -6.4072 -0.5509
H -1.1476 -4.9875 -1.0522
H -4.0911 -6.6527 -2.6156
H -2.7903 -7.8158 -2.2567
*
```

So, what does the Mulliken scheme give us? The charges, in e, come out as:
1 C -0.706
2 H 0.248
3 O -0.364
4 C -0.492
5 C -1.003
6 N 0.223
7 C 0.522
8 C 0.820
9 C -0.743
10 C 0.306
11 C -1.446
12 H 0.377
13 H 0.247
14 H 0.284
15 H 0.458
16 C 0.735
17 O -0.723
18 C -0.914
19 H 0.501
20 O -0.344
21 C 0.555
22 O -0.648
23 C -1.061
24 C 0.124
25 C 0.765
26 C -0.808
27 C -0.530
28 C -0.610
29 C 0.685
30 C -0.274
31 H 0.390
32 O -0.416
33 C -0.811
34 H 0.230
35 H 0.333
36 H 0.334
37 H 0.431
38 H 0.383
39 H 0.318
40 H 0.336
41 H 0.357
42 H 0.409
43 C -1.695
44 H 0.328
45 H 0.335
46 H 0.401
47 H 0.421
48 H 0.388
49 H 0.333
50 H 0.378
51 H 0.285
52 H 0.349

---

It comes down to b, which is 0.1029 hartree more stable than the next structure.

---

a:
The following is a DFT calculation (ωB97M-V/def2-TZVPD) of one molecule with the formula C2H5BrClN.

Calculated values
**HOMO**: -9.4 eV
**SMILES string**: CN[C@H](Cl)Br
**Kohn-Sham gap**: 9.87 eV

The geometry in ORCA input format:
```
! wB97M-V def2-TZVPD RIJCOSX def2/J DEFGRID3
* xyz 0 1
C -1.1729 0.4763 -0.5265
C 1.0011 -0.1834 0.3230
N -0.0921 -0.5444 -0.3465
Cl 2.4839 -1.0979 0.1132
Br 0.7840 -0.0922 2.5414
H -1.8870 0.2736 0.3390
H -0.6488 1.4145 -0.4941
H -1.8167 0.3304 -1.4313
H 1.4801 0.9321 0.0910
H -0.1317 -1.5088 -0.6092
*
```

So, what does the Mulliken scheme give us? The charges, in e, come out as:
1 C -0.653
2 C -0.077
3 N -0.166
4 Cl -0.143
5 Br -0.285
6 H 0.293
7 H 0.246
8 H 0.271
9 H 0.293
10 H 0.221

---

b:
The following is a DFT calculation (ωB97M-V/def2-TZVPD) of C2H5BrClN as an isolated structure.

Calculated values
**HOMO**: -9.1 eV
**Kohn-Sham gap**: 9.72 eV

The geometry in ORCA input format:
```
! wB97M-V def2-TZVPD RIJCOSX def2/J DEFGRID3
* xyz 0 1
C 0.2079 -0.6661 0.1797
C -1.1267 0.7802 -0.0086
N 1.3467 -0.2974 -0.5502
Cl 2.3617 0.8679 0.2891
Br -2.8583 0.0061 -0.0371
H -0.2848 -1.5269 -0.2593
H 0.2959 -0.7300 1.2600
H -0.8841 1.2268 -0.9648
H -0.9986 1.4414 0.8342
H 1.9404 -1.1019 -0.7429
*
```

So, what does the Mulliken scheme give us? The charges, in e, come out as:
1 C -0.618
2 C -0.568
3 N -0.372
4 Cl -0.107
5 Br -0.156
6 H 0.467
7 H 0.340
8 H 0.341
9 H 0.358
10 H 0.315

---

It comes down to a, which is 0.0489 hartree more stable than the next structure.